Record 1
Below is 5 unconnected molecules or ions with the total composition C22H66N9O5P3S2 at a distorted geometry, with properties calculated with the ωB97M-V functional and the def2-TZVPD basis.

Calculated values
ΔE to the lowest compared entry with this formula, charge and spin (kcal per mole): 41.1
Charge: 0
Energy (a.u.): -3567.2921
E_LUMO (eV): 0.13
Spin multiplicity: 1

The geometry in XYZ format:
```
107
C22H66N9O5P3S2 | the OMol25 dataset | the ωB97M-V functional and the def2-TZVPD basis
O 1.468 -0.499 0.771
P 0.145 -1.066 1.048
N -1.172 -0.084 0.619
C -2.493 -0.298 1.178
C -1.157 0.547 -0.695
N -0.243 -1.330 2.670
C -0.165 -0.215 3.615
C -0.680 -2.603 3.250
N -0.077 -2.575 0.367
C 1.077 -3.484 0.430
C -1.265 -3.064 -0.293
H -2.754 0.559 1.822
H -2.554 -1.184 1.805
H -3.333 -0.194 0.483
H -0.102 0.670 -0.941
H -1.657 1.502 -0.830
H -1.499 -0.180 -1.440
H -1.096 -0.155 4.190
H 0.546 -0.505 4.398
H 0.135 0.671 3.065
H -0.203 -3.382 2.667
H -0.261 -2.708 4.255
H -1.765 -2.691 3.332
H 1.417 -3.670 1.447
H 0.785 -4.387 -0.105
H 1.885 -3.052 -0.166
H -2.079 -2.335 -0.259
H -1.685 -3.933 0.222
H -1.017 -3.199 -1.351
O 6.784 0.962 4.466
P 5.418 0.518 4.060
N 5.275 0.252 2.431
C 5.112 1.385 1.542
C 5.886 -0.940 1.880
N 4.292 1.710 4.475
C 2.876 1.667 4.096
C 4.669 2.872 5.279
N 4.834 -0.882 4.808
C 5.557 -1.463 5.948
C 3.638 -1.577 4.413
H 5.982 2.039 1.455
H 4.278 2.045 1.798
H 4.758 1.003 0.582
H 5.534 -1.103 0.861
H 5.609 -1.795 2.498
H 6.980 -0.871 1.856
H 2.266 1.156 4.847
H 2.607 2.721 4.027
H 2.708 1.115 3.170
H 5.722 2.783 5.522
H 4.394 3.785 4.737
H 4.001 2.885 6.149
H 5.857 -0.703 6.673
H 5.009 -2.237 6.475
H 6.503 -1.862 5.572
H 2.640 -1.193 4.672
H 3.644 -2.586 4.833
H 3.486 -1.772 3.342
O -0.828 1.487 -3.832
P -1.794 1.138 -4.906
N -1.976 -0.500 -5.260
C -2.963 -1.000 -6.193
C -1.593 -1.452 -4.220
N -1.474 1.849 -6.412
C -0.654 1.106 -7.391
C -1.445 3.311 -6.500
N -3.394 1.698 -4.588
C -4.442 1.806 -5.614
C -3.730 2.133 -3.249
H -2.986 -0.451 -7.141
H -4.012 -0.940 -5.894
H -2.685 -2.007 -6.502
H -2.275 -2.297 -4.114
H -1.542 -0.969 -3.246
H -0.614 -1.890 -4.436
H -1.357 0.575 -8.044
H -0.039 1.763 -7.996
H -0.097 0.317 -6.887
H -1.479 3.564 -7.561
H -2.443 3.612 -6.162
H -0.601 3.740 -5.961
H -4.973 0.850 -5.601
H -5.132 2.590 -5.314
H -4.043 1.964 -6.614
H -3.510 1.368 -2.502
H -4.771 2.460 -3.222
H -3.233 3.053 -2.905
C 1.509 2.578 0.466
S 1.394 4.280 -0.146
O 2.651 4.534 -0.884
C 0.109 3.965 -1.345
H 0.557 2.505 1.010
H 2.307 2.400 1.185
H 1.580 1.744 -0.227
H -0.765 3.611 -0.806
H 0.425 3.303 -2.154
H -0.009 4.919 -1.866
C -5.421 -3.285 0.167
S -5.519 -3.955 1.863
O -4.079 -4.034 2.306
C -6.159 -2.485 2.658
H -5.459 -4.129 -0.521
H -4.450 -2.811 0.021
H -6.203 -2.557 -0.042
H -5.457 -1.652 2.716
H -6.391 -2.774 3.684
H -7.054 -2.104 2.165
```

Atom charges from the Löwdin analysis, given in e for atoms 1 to 2: atom 1 (O): -0.27, atom 2 (P): 0.53

Record 2
Below is 11 unconnected molecules or ions with the total composition C22H66O11S4 at a distorted geometry, with properties calculated with the ωB97M-V functional and the def2-TZVPD basis.

Calculated values
ΔE to the lowest compared entry with this formula, charge and spin (kcal per mole): 78.7
Charge: 0
Energy (a.u.): -3297.4591
E_LUMO (eV): -0.08
Spin multiplicity: 1

The geometry in XYZ format:
```
103
C22H66O11S4 | the OMol25 dataset | the ωB97M-V functional and the def2-TZVPD basis
C -34.102 11.725 -24.126
C -33.250 11.919 -22.819
O -32.061 11.227 -22.928
H -33.267 12.155 -24.784
H -35.099 11.895 -23.999
H -34.059 10.713 -24.162
H -33.899 11.385 -22.058
H -33.189 12.919 -22.524
H -31.329 11.943 -22.949
C -25.130 13.474 -19.941
C -24.183 13.677 -21.147
O -24.325 14.974 -21.538
H -25.310 12.341 -19.654
H -26.256 13.556 -20.208
H -25.447 14.037 -19.285
H -24.246 12.997 -21.820
H -22.958 13.413 -20.800
H -24.189 14.853 -22.409
C -27.739 16.333 -19.855
C -28.820 16.685 -18.752
O -28.112 17.676 -18.065
H -27.810 15.471 -20.503
H -26.614 16.039 -19.430
H -27.573 17.102 -20.516
H -28.846 15.798 -18.179
H -29.906 17.028 -18.889
H -28.554 17.852 -17.406
C -31.167 8.897 -16.331
C -29.990 8.294 -17.098
O -29.390 9.134 -18.041
H -30.948 9.966 -15.795
H -31.626 8.080 -15.818
H -32.013 9.291 -17.136
H -30.514 7.476 -17.618
H -29.304 7.799 -16.384
H -28.751 8.538 -18.353
C -33.030 14.489 -13.763
C -32.775 13.340 -14.808
O -33.132 13.852 -16.083
H -33.034 14.074 -12.821
H -33.936 15.040 -14.013
H -32.126 15.152 -13.750
H -33.253 12.283 -14.687
H -31.718 12.995 -14.700
H -32.387 13.989 -16.581
C -33.788 17.233 -19.399
C -33.284 15.823 -19.045
O -31.892 15.724 -19.234
H -34.824 17.427 -19.130
H -33.933 17.427 -20.491
H -33.155 17.993 -18.966
H -33.780 15.016 -19.712
H -33.901 15.755 -18.087
H -31.576 15.060 -18.594
C -34.900 10.179 -17.907
C -35.062 10.315 -16.396
O -34.955 9.104 -15.761
H -33.866 10.136 -18.247
H -35.184 10.925 -18.640
H -35.471 9.412 -18.366
H -36.119 10.611 -16.055
H -34.206 11.017 -16.099
H -34.521 9.280 -14.862
C -25.458 9.576 -21.954
S -26.709 9.529 -23.109
O -26.966 8.097 -23.394
C -27.969 9.956 -21.956
H -25.197 10.674 -21.576
H -24.325 9.158 -22.302
H -25.552 9.030 -21.186
H -29.012 9.762 -22.210
H -27.986 10.936 -21.988
H -28.052 9.443 -21.097
C -29.380 12.638 -24.843
S -29.344 13.803 -23.423
O -29.912 12.969 -22.290
C -27.602 13.880 -23.273
H -30.189 12.105 -24.745
H -28.497 11.936 -24.696
H -29.130 13.302 -25.690
H -27.030 12.996 -22.892
H -27.406 14.534 -22.526
H -27.337 14.176 -24.312
C -29.189 12.426 -18.822
S -30.830 12.209 -18.089
O -31.337 13.614 -17.727
C -31.853 11.792 -19.485
H -28.493 13.183 -18.389
H -29.398 13.000 -19.672
H -28.638 11.363 -19.108
H -31.611 12.580 -20.237
H -32.957 11.983 -19.038
H -31.738 10.627 -19.698
C -28.966 15.566 -14.850
S -27.382 16.261 -15.349
O -26.548 16.618 -14.060
C -26.597 14.820 -16.013
H -29.705 15.402 -15.772
H -29.371 16.258 -14.057
H -28.899 14.680 -14.143
H -27.102 14.261 -16.960
H -26.346 14.005 -15.215
H -25.558 14.882 -16.123
```

Atom charges from the Löwdin analysis, given in e for atoms 1 to 2: atom 1 (C): -0.05, atom 2 (C): -0.37

Q: Which formula does entry 1 have?
A: C22H66N9O5P3S2

Q: Which of these has the highest energy?
A: C22H66O11S4

Q: The lowest ΔE to the lowest compared entry with this formula, charge and spin belongs to which entry?
A: C22H66N9O5P3S2